Here is C4H7NO in the gas phase from OMol25. Energies are from wB97M-V/def2-TZVPD.

## Properties
Multiplicity: 1
Relative energy (zero: lowest compared OMol25 entry of this formula, charge and spin), kJ/mol: 232.0
Structure (SMILES): CN1C[C@H]1C=O

Cartesian coordinates (Å):
C1 -1.365 1.011 -0.339
N1 -0.088 0.335 -0.561
C2 0.002 -1.098 -0.739
C3 0.424 -0.470 0.538
C4 1.813 -0.025 0.833
O1 2.138 0.430 1.902
H1 -2.219 0.313 -0.287
H2 -1.517 1.731 -1.156
H3 -1.281 1.556 0.613
H4 -0.917 -1.690 -0.691
H5 0.735 -1.447 -1.467
H6 -0.211 -0.612 1.412
H7 2.507 -0.031 -0.030

Forces on the atoms, in the same order (eV/Å):
0.127 -0.050 -0.016
-0.118 -0.007 -0.171
-0.104 -0.066 -0.218
-0.030 0.116 0.294
0.125 0.096 0.274
0.008 -0.263 -0.237
0.205 0.188 0.021
-0.110 -0.273 0.303
-0.195 -0.043 -0.356
0.199 0.191 0.011
-0.131 0.108 0.162
0.065 0.032 -0.096
-0.040 -0.031 0.028

=====

Here is 2 unconnected molecules or ions with the total composition C4H10N2O from OMol25. Energies are from wB97M-V/def2-TZVPD.

## Properties
Multiplicity: 1
Relative energy (zero: lowest compared OMol25 entry of this formula, charge and spin), kJ/mol: 506.5

Cartesian coordinates (Å):
C1 1.473 0.873 0.233
C2 -0.991 0.870 1.238
N1 -1.189 -0.321 0.597
C3 -0.708 -0.589 -0.637
N2 -0.640 -1.964 -0.969
C4 -0.075 0.443 -1.316
O1 1.726 -0.324 0.881
H1 1.205 -0.332 1.692
H2 -1.514 -1.122 1.121
H3 -0.585 -2.136 -1.963
H4 0.145 -2.429 -0.522
H5 1.535 1.770 0.840
H6 2.139 0.946 -0.620
H7 -1.134 1.779 0.677
H8 -1.345 0.897 2.260
H9 0.436 0.194 -2.238
H10 -0.479 1.444 -1.272

Forces on the atoms, in the same order (eV/Å):
-0.144 -0.509 -0.755
-0.096 -0.003 0.143
0.442 -0.099 -0.664
-0.226 -0.158 0.560
-0.036 -0.090 0.029
0.496 0.423 0.848
-0.066 0.194 -0.095
-0.087 0.107 -0.041
0.012 0.054 -0.036
-0.094 0.131 0.074
0.019 0.104 0.012
-0.284 -0.077 -0.033
0.052 -0.007 0.078
0.084 -0.016 -0.123
-0.071 -0.073 -0.006
0.071 0.007 0.068
-0.072 0.013 -0.060